16
Properties=species:S:1:pos:R:3:forces:R:3:mulliken_charge:R:1 method="wB97M-V/def2-TZVPD" charge=0 smiles="O=C1CCC(=O)N1CO" fmax_ev_per_a=3.78 e_lumo_ev=0.585 total_energy_ev=-12931.2114 e_homo_ev=-10.09 relative_energy_kcal_mol=22.4
O 1.831776 0.820287 -0.944948 -1.65 1.03 1.13 -0.5939
C 0.831465 0.872475 -0.237575 2.28 -0.98 0.48 0.4208
C 0.419299 1.831833 0.953113 -0.07 -0.35 -2.24 -0.4930
C -0.826474 1.146963 1.466915 -0.29 0.06 0.69 -0.4159
C -1.152957 -0.011020 0.609846 0.22 -2.82 -1.36 0.4868
O -2.020935 -0.876014 0.639350 0.21 1.63 0.77 -0.6427
N -0.117731 -0.146398 -0.287841 0.09 1.48 -0.36 0.0725
C -0.000123 -1.203375 -1.257602 -0.37 0.87 0.27 -0.6255
O 0.953660 -2.083044 -0.897847 1.50 -2.51 2.40 -0.5385
H 1.160747 2.134675 1.702691 0.01 -0.62 -0.46 0.3639
H 0.154603 2.723255 0.397257 -0.10 0.53 0.12 0.2326
H -1.712869 1.750185 1.441575 -0.36 0.56 0.79 0.3427
H -0.590011 0.687730 2.414552 -0.54 0.21 0.73 0.2370
H -0.924394 -1.699509 -1.319109 -1.58 -0.20 -0.27 0.4457
H 0.297013 -0.766235 -2.180516 0.18 0.31 -0.84 0.3698
H 0.695773 -2.516417 -0.022190 0.48 0.79 -1.86 0.3375

=====

14
Properties=species:S:1:pos:R:3:forces:R:3:mulliken_charge:R:1 method="wB97M-V/def2-TZVPD" charge=0 smiles="C=C(C#N)C1CC1" fmax_ev_per_a=5.04 e_lumo_ev=0.441 total_energy_ev=-7822.7567 e_homo_ev=-9.60 relative_energy_kcal_mol=66.7
C -1.257178 -1.966415 0.091012 4.70 1.35 -1.20 -1.1109
C -0.743678 -0.695678 -0.038455 0.24 -2.65 0.47 0.6223
C -1.655602 0.342729 -0.049227 -1.30 3.08 -0.24 0.2204
N -2.124698 1.392806 -0.187986 -0.24 -0.84 0.24 -0.5108
C 0.705284 -0.204111 -0.104901 -1.55 -2.66 0.97 -0.1026
C 1.080718 1.049619 -0.759347 0.41 1.74 -1.81 -0.5938
C 1.085030 1.007338 0.724330 -2.40 0.74 2.19 -0.5069
H -0.631291 -2.867701 -0.085443 -0.31 0.81 0.47 0.2370
H -2.234988 -2.127239 0.309346 -2.80 -0.25 0.33 0.3668
H 1.242038 -1.152353 -0.009697 0.91 0.78 -0.44 0.3978
H 0.229730 1.644927 -1.228368 1.43 -0.91 0.46 0.2471
H 2.100578 1.118501 -1.251666 -1.58 -0.08 0.49 0.2497
H 2.055152 0.952089 1.217926 -0.42 0.10 0.03 0.2764
H 0.148905 1.505482 1.372471 2.89 -1.21 -1.96 0.2074

=====

49
Properties=species:S:1:pos:R:3:forces:R:3:mulliken_charge:R:1 method="wB97M-V/def2-TZVPD" charge=+3 fmax_ev_per_a=0.90 e_lumo_ev=-12.365 total_energy_ev=-39486.2268 e_homo_ev=-18.74 relative_energy_kcal_mol=15.5
W 0.446272 -0.447015 0.583228 -0.53 0.04 0.73 1.3851
O -1.141298 -0.044983 2.046019 0.06 0.08 -0.18 -0.4880
C -2.120247 -1.049431 2.523243 0.01 -0.07 -0.02 -0.5770
C -1.433949 -2.246768 3.164786 -0.03 0.03 0.00 -0.7635
N -0.503484 -2.938333 2.275028 0.04 -0.02 -0.03 0.2551
C 0.855972 -3.209227 2.745745 -0.02 0.02 0.07 -0.8561
C 1.433562 -1.999901 2.081692 0.04 -0.05 0.06 0.8905
O 1.233568 -0.812123 2.512072 0.02 0.04 -0.11 -0.5040
O 1.719638 -2.001446 0.818933 0.19 -0.08 -0.19 -0.6065
C -1.003161 -3.660219 1.133774 -0.02 -0.06 -0.03 -0.7914
C -0.818807 -2.907613 -0.184392 -0.06 0.07 -0.19 0.5294
O -0.607930 -3.279431 -1.271014 -0.09 -0.13 0.13 -0.3912
O -0.985245 -1.464886 0.037847 0.21 -0.05 -0.02 -0.4474
H -0.856348 0.506267 2.792880 0.00 0.00 -0.06 0.4155
H -2.715751 -1.309122 1.653564 0.01 0.01 0.02 0.2917
H -2.759432 -0.542649 3.244309 0.00 0.00 -0.01 0.5570
H -2.223082 -2.928857 3.501311 0.00 0.01 0.00 0.4650
H -0.890532 -1.932817 4.055570 0.01 0.00 -0.01 0.3396
H 1.268831 -4.136216 2.355396 -0.02 0.00 -0.01 0.4357
H 0.941985 -3.175482 3.829463 0.02 0.00 -0.01 0.3922
H -2.078206 -3.839177 1.233444 -0.01 -0.02 0.01 0.3709
H -0.525690 -4.633646 1.011915 -0.01 0.02 0.00 0.4246
N 3.693119 5.921145 0.685202 0.00 0.02 0.00 -0.2654
C 3.068216 4.959457 0.753460 0.02 -0.03 0.00 -0.4469
C 2.293787 3.759495 0.821605 0.01 0.02 0.00 0.6838
C 0.902022 3.855349 1.044125 -0.03 -0.02 0.01 -0.5904
C 0.130024 2.721394 1.094984 -0.03 -0.01 0.00 -0.1986
C 0.764154 1.478581 0.939580 0.19 -0.01 -0.19 0.8581
C 2.153986 1.382596 0.754773 0.08 0.00 0.09 0.0857
C 2.929096 2.526672 0.670041 0.00 -0.04 0.02 -1.0259
H 0.459712 4.835239 1.169041 -0.02 -0.01 0.00 0.5434
H -0.938877 2.790711 1.251534 0.00 0.00 -0.01 0.5965
H 2.671170 0.413530 0.679951 0.09 0.13 0.03 0.5094
H 3.998920 2.473576 0.521560 0.00 0.00 0.00 0.5531
C -0.995633 1.017808 -5.205398 -0.02 0.02 -0.04 -1.0294
N -0.540961 0.700199 -3.846778 -0.02 0.01 0.01 -0.0029
C 0.629996 -0.111900 -3.545938 0.06 -0.04 0.01 -0.1917
C 0.566139 -0.068198 -2.060517 -0.25 0.16 -0.17 0.2725
O 1.326454 -0.662197 -1.203146 0.04 0.02 0.16 -0.8006
N -0.435915 0.624785 -1.599976 0.02 -0.02 -0.11 -0.1377
C -1.132010 1.071748 -2.725645 0.02 -0.01 0.01 0.1672
N -2.234099 1.779674 -2.637027 -0.01 0.00 -0.01 -0.3013
H -0.200517 0.768509 -5.902381 0.00 0.00 0.01 0.3849
H -1.196460 2.085331 -5.290460 0.00 0.00 0.00 0.4073
H -1.882811 0.437819 -5.458030 0.00 0.00 0.01 0.3766
H 1.552801 0.321267 -3.942060 0.00 -0.01 0.01 0.4026
H 0.534177 -1.137112 -3.917426 0.01 0.01 0.00 0.3676
H -2.612130 2.029159 -1.737863 0.00 0.00 0.00 0.2054
H -2.741029 2.078440 -3.458025 0.00 0.00 0.00 0.2495

=====

104
Properties=species:S:1:pos:R:3:forces:R:3:mulliken_charge:R:1 method="wB97M-V/def2-TZVPD" charge=+2 fmax_ev_per_a=1.91 e_lumo_ev="-6.336 / -9.076" total_energy_ev=-97950.7249 e_homo_ev="-12.70 / -13.16" multiplicity=5 relative_energy_kcal_mol=31.2
Rh 0.710113 1.646617 1.464117 1.07 0.64 -0.16 0.2483
C 0.835939 -3.012794 3.815835 0.04 0.02 0.17 -2.0615
C 0.325052 -2.755945 2.447113 -0.21 -0.29 -0.50 0.3830
C 0.039094 -3.767818 1.570682 0.06 0.71 0.05 -0.6712
C -0.571360 -3.459998 0.334253 0.20 -0.09 0.57 -0.1292
N -0.710342 -2.210612 -0.050170 -0.61 -0.15 -0.75 -0.1611
N -0.383388 -1.202244 0.748163 0.69 -0.62 1.15 0.3864
B -0.526882 0.258094 0.244377 -0.08 0.24 0.74 0.5137
N -0.025778 0.525287 -1.161933 0.70 1.15 -1.27 0.8207
N 0.221819 -0.472643 -1.983697 -0.05 -0.63 0.40 -0.4630
C 0.713731 -0.265094 -3.184016 0.11 0.50 -0.24 -0.1929
C 1.026263 1.028162 -3.640707 -0.28 0.34 0.67 -0.8397
C 0.821637 2.095346 -2.796810 0.13 -0.55 -0.56 0.2108
C 1.194607 3.482306 -3.171923 0.04 0.20 -0.02 -1.8583
C 0.263121 1.819545 -1.528944 -0.14 -0.20 0.38 0.7939
S -0.046862 3.085504 -0.439685 -0.05 -0.29 0.24 -0.2371
C 0.900338 -1.491595 -4.039686 -0.03 -0.28 -0.04 2.5882
C -0.509026 -2.036589 -4.329469 0.12 0.06 0.04 -1.4934
C 1.587783 -1.208086 -5.374478 -0.08 0.05 0.23 -2.3130
C 1.766287 -2.475567 -3.241331 -0.13 0.12 -0.03 -1.4958
N -1.983341 0.783487 0.454479 -0.52 0.51 0.52 0.5397
N -2.818967 0.267516 -0.422513 0.20 -0.52 -0.59 -0.5829
C -4.098011 0.554826 -0.387557 -0.21 0.25 0.35 0.0806
C -4.612588 1.388144 0.633900 0.55 -0.03 0.10 -0.5776
C -3.757189 1.949295 1.551813 0.14 -0.30 -0.41 0.5150
C -4.209707 2.862390 2.629089 -0.07 0.16 0.20 -1.8435
C -2.375504 1.637159 1.418139 -0.45 -0.32 -0.35 0.4326
S -1.217684 2.340420 2.472453 0.08 -0.04 0.59 -0.3881
C -4.987011 -0.022033 -1.459408 -0.10 -0.14 -0.26 2.2115
C -6.089327 -0.861080 -0.797843 0.17 0.08 -0.04 -1.7246
C -4.182390 -0.896806 -2.418842 -0.09 0.10 0.17 -1.3543
C -5.622938 1.138010 -2.239159 0.13 -0.11 0.11 -1.7739
C 0.037671 -1.433700 2.025412 -0.25 -0.22 -0.44 0.9593
S 0.172765 -0.188206 3.173428 0.09 0.48 -0.11 -0.1610
C -1.159007 -4.566094 -0.523178 -0.18 -0.08 -0.40 2.3836
C -1.050024 -5.946795 0.127927 0.01 0.26 -0.03 -2.4259
C -2.641428 -4.227478 -0.730606 0.19 0.00 0.01 -1.5010
C -0.448630 -4.627404 -1.876293 -0.10 0.02 0.24 -1.5118
H 1.119658 -4.053192 3.935008 0.01 -0.08 0.03 0.4255
H 0.057098 -2.771936 4.537680 -0.05 -0.03 0.16 0.4210
H 1.686165 -2.378645 4.049453 0.16 0.04 0.03 0.3893
H 0.241014 -4.786120 1.848490 0.00 -0.19 0.04 0.6427
H 1.423966 1.181894 -4.629528 0.12 0.02 -0.08 0.6540
H 1.724004 3.492954 -4.121481 -0.03 0.02 -0.02 0.4139
H 1.827825 3.929430 -2.405369 0.03 0.01 -0.01 0.4216
H 0.305634 4.107670 -3.252075 -0.04 0.07 -0.03 0.3822
H -0.995334 -1.413243 -5.077141 -0.10 0.06 -0.06 0.4363
H -1.121772 -2.030017 -3.431998 -0.09 -0.11 0.04 0.0461
H -0.442689 -3.045793 -4.724606 -0.04 -0.14 -0.06 0.4086
H 0.997959 -0.541662 -5.998138 -0.04 0.09 -0.12 0.4909
H 1.693646 -2.147092 -5.910350 0.04 -0.08 -0.08 0.4279
H 2.581544 -0.788381 -5.236938 0.14 0.06 -0.03 0.4857
H 1.398078 -2.568875 -2.224574 0.01 -0.14 0.07 0.1346
H 2.792898 -2.113519 -3.211577 0.16 0.02 0.01 0.3993
H 1.765976 -3.449013 -3.721107 0.03 -0.15 -0.04 0.4037
H -5.669954 1.590465 0.698987 -0.12 0.02 -0.06 0.4789
H -5.291439 2.959661 2.632620 -0.03 0.00 0.00 0.4112
H -3.768725 3.850132 2.496983 -0.03 0.09 0.00 0.4268
H -3.879594 2.498845 3.601392 -0.04 -0.01 0.08 0.4134
H -5.661575 -1.655119 -0.190663 0.02 -0.12 0.09 0.3406
H -6.703535 -1.316589 -1.568949 -0.08 -0.04 -0.08 0.4833
H -6.738086 -0.251594 -0.175916 -0.12 0.04 0.12 0.3960
H -3.720593 -1.719664 -1.883353 0.07 -0.07 -0.03 -0.1493
H -3.401398 -0.322662 -2.909303 0.12 0.03 -0.10 0.3635
H -4.843793 -1.306153 -3.176658 -0.09 -0.02 -0.09 0.6356
H -6.251065 1.753868 -1.602359 -0.11 0.13 0.06 0.3840
H -6.243811 0.732285 -3.032380 -0.09 -0.01 -0.09 0.4818
H -4.857364 1.765165 -2.689626 0.06 0.11 -0.09 0.3786
H -1.540019 -5.983238 1.097441 -0.05 -0.06 0.15 0.5372
H -0.013958 -6.261026 0.228973 0.12 -0.08 0.07 0.4694
H -1.541928 -6.667550 -0.519919 -0.05 -0.06 -0.02 0.4351
H -3.165029 -4.208559 0.223402 -0.12 0.01 0.09 0.4584
H -3.106071 -4.977848 -1.364996 -0.06 -0.05 -0.06 0.5078
H -2.732024 -3.252548 -1.199964 -0.05 0.01 -0.06 -0.2834
H 0.600615 -4.880185 -1.746080 0.17 0.01 -0.04 0.4559
H -0.533176 -3.678045 -2.384614 0.04 0.09 -0.11 -0.0208
H -0.904260 -5.400875 -2.488009 -0.08 -0.08 -0.10 0.5143
C 5.293947 -1.382231 0.107839 0.07 -0.20 0.26 -1.1015
N 4.029051 -0.698895 -0.052385 0.02 0.05 -0.24 -0.1432
C 3.334340 -0.017244 0.868353 0.10 -0.34 -0.17 -0.0079
N 3.713387 -0.003804 2.149727 0.02 0.06 0.15 -0.1120
O 2.285132 0.552393 0.464260 -0.68 0.31 0.09 -0.1320
H 5.731240 -1.525080 -0.876418 0.05 0.02 0.04 0.3674
H 5.166396 -2.362357 0.573073 0.03 0.03 0.00 0.3254
H 5.987517 -0.792892 0.704459 0.07 0.06 -0.02 0.3500
H 3.617852 -0.688495 -0.973927 -0.03 0.10 0.19 0.0831
H 4.594840 -0.385434 2.448934 -0.01 -0.02 -0.08 0.2267
H 3.224401 0.625262 2.781978 0.08 0.07 -0.10 0.0791
O 2.126683 3.641035 1.606361 -0.38 -0.27 -0.94 -0.5905
C 2.387372 3.370337 2.785915 0.94 1.58 0.50 0.9976
O 2.140419 2.258340 3.303394 -0.98 -1.57 0.04 -0.8826
C 2.984821 4.415677 3.702297 -0.31 -0.44 -0.18 0.4018
C 2.305973 4.668502 4.890207 0.19 0.12 0.07 -0.5285
C 2.815836 5.579926 5.799377 -0.09 -0.15 -0.07 -0.6491
C 4.022313 6.206613 5.544414 0.27 0.15 -0.09 -0.4645
C 4.683161 5.942570 4.353890 -0.80 -0.52 0.01 -0.0936
C 4.168683 5.065677 3.404686 0.11 0.26 0.18 -0.2518
N 5.975011 6.572254 4.087663 -0.40 -0.16 0.20 1.0294
O 6.569027 6.195501 3.107736 0.49 0.00 -0.50 -0.6052
O 6.344401 7.400930 4.877854 0.40 0.47 0.24 -0.5892
H 1.379718 4.154712 5.098888 -0.05 -0.09 0.04 0.4156
H 2.285518 5.776498 6.718671 0.00 0.06 0.06 0.4171
H 4.455506 6.888969 6.260640 0.05 0.03 -0.05 0.5049
H 4.699728 4.914482 2.476430 -0.01 -0.08 0.01 0.5449

=====

63
Properties=species:S:1:pos:R:3:forces:R:3:mulliken_charge:R:1 method="wB97M-V/def2-TZVPD" charge=+2 fmax_ev_per_a=0.34 e_lumo_ev="-6.422 / -6.442" total_energy_ev=-77300.6500 e_homo_ev="-13.17 / -13.29" relative_energy_kcal_mol=9.4
Os 1.130745 -0.208093 -0.852537 -0.01 0.04 -0.34 2.0534
O -3.142177 -2.455872 -0.999149 -0.02 -0.01 -0.04 -0.5251
C -3.028358 -1.310067 -0.750375 0.06 0.05 0.09 0.2131
O -1.826154 -0.848047 -0.124122 -0.02 -0.04 -0.01 0.1496
C -3.923022 -0.154705 -0.977076 -0.02 -0.03 -0.03 0.2468
C -5.182462 -0.230772 -1.547403 0.01 0.00 0.00 -0.6758
C -5.893454 0.950686 -1.707434 0.00 0.01 0.00 -0.5647
C -5.353371 2.171850 -1.309858 0.00 -0.01 0.00 -0.6736
C -4.087925 2.245845 -0.739525 -0.01 0.00 0.01 -0.5850
C -3.383109 1.065181 -0.575029 0.03 0.00 -0.01 0.3060
P -1.746268 0.745946 0.052836 -0.09 0.00 -0.03 1.1145
C -0.455901 1.344820 -1.023185 0.05 0.11 0.13 1.5656
C -0.268952 0.697266 -2.289195 0.07 -0.09 -0.03 -1.2151
C 0.360298 1.438755 -3.347722 0.00 0.02 0.03 -0.9101
C 0.706035 2.740127 -3.176424 0.00 0.00 0.01 -0.5787
C 0.452401 3.403180 -1.939229 0.00 0.00 -0.03 -0.6682
C -0.113580 2.747749 -0.896241 -0.04 -0.07 0.01 -0.6170
C -1.535534 1.229633 1.731225 -0.01 0.03 0.02 0.4429
C -0.262280 1.409345 2.281558 0.01 -0.03 -0.02 0.0640
C -0.145284 1.765810 3.612350 0.00 0.00 0.00 -0.9081
C -1.284123 1.935029 4.391439 0.00 0.00 0.00 -0.5275
C -2.548383 1.748534 3.848576 -0.01 0.00 0.00 -0.8787
C -2.681636 1.398233 2.516514 0.02 0.01 0.00 -0.6403
H -5.589298 -1.185788 -1.851719 0.00 0.00 0.00 0.5515
H -6.881011 0.924832 -2.147219 0.00 0.00 0.00 0.4512
H -5.928862 3.077264 -1.446873 0.00 0.00 0.00 0.4829
H -3.677167 3.198918 -0.432362 0.00 0.00 0.00 0.5003
H -0.883970 -0.147186 -2.576883 0.01 0.01 0.00 0.2611
H 0.501474 0.946874 -4.300840 0.00 0.00 0.00 0.5046
H 1.153586 3.293991 -3.990442 -0.01 0.00 0.00 0.4955
H 0.705372 4.450188 -1.836688 0.00 0.00 0.00 0.4734
H -0.312716 3.261913 0.036354 0.02 0.01 0.00 0.4127
H 0.622630 1.260961 1.675538 -0.01 0.01 0.01 0.2092
H 0.834346 1.912055 4.046277 0.00 0.00 0.00 0.4770
H -1.184670 2.215700 5.431542 0.00 0.00 0.00 0.4293
H -3.429312 1.880539 4.461211 0.00 0.00 0.00 0.4516
H -3.668185 1.261446 2.092170 0.00 0.00 0.00 0.4592
Cl -0.254482 -6.892356 1.944642 0.00 0.00 0.00 -0.1765
C 0.168269 -5.275706 1.529558 0.01 0.00 0.01 0.0868
C 0.716812 -4.432166 2.508219 -0.01 -0.01 -0.01 -0.5958
C 1.058044 -3.133531 2.212291 0.01 0.02 0.00 -0.4998
C 0.867465 -2.633945 0.919924 0.01 0.02 -0.04 0.2613
O 1.209188 -1.367341 0.686909 0.04 -0.01 0.17 -0.9724
C 0.323999 -3.480159 -0.063265 0.01 0.00 -0.01 1.1042
C 0.107900 -3.025343 -1.389127 -0.02 -0.04 0.02 -0.0420
O 0.312553 -1.870248 -1.817797 -0.02 -0.02 -0.01 -0.7148
C -0.026108 -4.808278 0.258609 0.00 0.01 0.00 -1.1614
H 0.865548 -4.818231 3.507881 0.00 0.00 0.00 0.4518
H 1.472846 -2.479102 2.966779 0.00 -0.01 0.01 0.5212
H -0.279017 -3.744611 -2.115480 -0.01 0.01 0.00 0.4088
H -0.452202 -5.449306 -0.502522 0.00 0.00 0.00 0.4536
S 2.642255 1.454745 -0.575535 0.01 -0.03 0.10 -0.4490
C 4.220400 0.683625 -0.517338 0.00 0.05 -0.02 0.6419
N 5.263803 1.491160 -0.810347 -0.01 -0.01 -0.02 -0.0010
C 6.553608 1.097934 -0.808024 0.01 0.01 0.00 -0.2312
C 6.865506 -0.195517 -0.494561 0.00 -0.02 0.01 -0.6616
C 5.822675 -1.067148 -0.175001 0.01 0.01 0.00 -0.4348
C 4.511086 -0.632724 -0.180143 -0.02 -0.01 0.02 -0.3866
H 5.050218 2.452883 -1.051879 0.01 0.00 0.00 0.2580
H 7.286061 1.849804 -1.062718 -0.01 0.01 0.00 0.4442
H 7.895913 -0.516666 -0.492337 0.00 0.00 0.00 0.4214
H 6.043952 -2.093204 0.087892 0.00 0.00 0.00 0.4605
H 3.704003 -1.296701 0.093308 -0.02 0.01 -0.01 0.4657